Record 1
This record from OMol25 describes C17H27NO5 in the gas phase. The level of theory is the ωB97M-V functional and the def2-TZVPD basis.

Computed properties:
LUMO energy ... 0.50 eV
Charge ... 0
2S+1 ... 1
Energy relative to the best compared isomer or geometry (same formula, charge and spin) ... 0.0 kJ/mol
Highest occupied orbital energy ... -9.577 eV
Electronic energy ... -1095.018635 hartree

Element x y z (Å)
C -7.130 -0.395 -0.804
C -5.834 0.368 -0.993
O -4.813 -0.275 -0.221
C -3.598 0.266 -0.271
O -3.323 1.251 -0.905
C -2.606 -0.547 0.541
C -1.934 -1.561 -0.395
C -0.851 -2.325 0.360
N 0.140 -1.406 0.893
C 1.415 -1.512 0.479
O 1.724 -2.383 -0.337
C 2.483 -0.587 1.019
C 2.961 0.460 -0.015
C 3.487 -0.214 -1.299
C 4.671 -1.133 -1.026
O 5.811 -0.752 -1.088
O 4.369 -2.384 -0.703
C 1.833 1.442 -0.388
C 2.539 2.776 -0.605
C 3.556 2.797 0.531
C 4.067 1.353 0.604
C -0.441 -0.465 1.823
C -1.536 0.361 1.144
H -7.013 -1.423 -1.135
H -7.414 -0.398 0.245
H -7.918 0.077 -1.384
H -5.926 1.406 -0.656
H -5.524 0.378 -2.044
H -3.152 -1.082 1.323
H -1.485 -1.029 -1.236
H -2.672 -2.263 -0.784
H -1.296 -2.883 1.191
H -0.339 -3.022 -0.304
H 2.167 -0.068 1.921
H 3.335 -1.219 1.286
H 3.823 0.567 -1.981
H 2.690 -0.783 -1.780
H 3.385 -2.524 -0.645
H 1.271 1.113 -1.262
H 1.141 1.548 0.447
H 1.852 3.620 -0.572
H 3.050 2.787 -1.568
H 3.057 3.071 1.463
H 4.362 3.508 0.359
H 4.988 1.245 0.034
H 4.287 1.064 1.631
H -0.880 -1.033 2.653
H 0.314 0.202 2.233
H -1.110 0.967 0.343
H -1.982 1.036 1.876


Record 2
This record from OMol25 describes a molecular structure, C17H28AsBrF6N4OPbS6 at a distorted geometry. The level of theory is the ωB97M-V functional and the def2-TZVPD basis.

Computed properties:
LUMO energy ... -0.15 eV
Charge ... 0
2S+1 ... 1
Energy relative to the best compared isomer or geometry (same formula, charge and spin) ... 160.1 kJ/mol
Highest occupied orbital energy ... -8.654 eV
Electronic energy ... -8949.855584 hartree

Element x y z (Å)
Pb -2.234 -1.018 0.424
C 0.918 -2.128 2.979
C -0.135 -1.792 4.003
S -1.820 -1.839 3.339
C -2.558 -0.317 3.964
C -1.782 0.991 3.696
S -1.562 1.436 1.898
C 0.250 1.619 1.699
C 1.226 0.598 2.217
S 1.113 -1.071 1.537
H 0.689 -3.093 2.499
H 1.887 -2.261 3.483
H 0.017 -0.830 4.502
H -0.064 -2.560 4.799
H -2.722 -0.494 5.024
H -3.546 -0.283 3.524
H -0.818 0.979 4.245
H -2.372 1.819 4.115
H 0.508 2.572 2.163
H 0.388 1.751 0.614
H 1.167 0.496 3.298
H 2.238 0.981 2.019
Br -2.763 -4.605 -0.012
C -1.281 -4.446 -1.176
C -1.328 -4.952 -2.453
C -0.152 -4.868 -3.208
C 0.975 -4.320 -2.640
C 0.869 -3.740 -1.391
N -0.251 -3.821 -0.664
H -2.231 -5.430 -2.787
H -0.115 -5.243 -4.225
H 1.896 -4.293 -3.182
H 1.671 -3.135 -0.981
O -6.595 -1.646 1.987
S -5.388 -1.276 1.252
N -4.038 -1.849 1.680
F -3.123 1.160 -0.786
As -4.049 2.667 -1.268
F -2.805 2.956 -2.501
F -3.108 3.572 -0.118
F -4.950 4.076 -1.672
F -5.206 2.237 -0.030
F -4.912 1.667 -2.435
S -3.212 -0.321 -3.934
C -2.512 -1.702 -3.858
C 5.411 1.229 -0.888
C 4.633 0.659 -2.052
N 3.283 0.214 -1.689
C 2.178 0.993 -1.799
S 0.654 0.292 -1.825
N 2.441 2.322 -1.869
C 1.458 3.337 -2.094
C 1.651 4.517 -1.139
H 6.469 1.384 -1.113
H 5.377 0.572 -0.020
H 4.965 2.185 -0.596
H 5.182 -0.209 -2.357
H 4.565 1.382 -2.880
H 3.083 -0.775 -1.737
H 3.409 2.617 -1.773
H 0.466 2.902 -1.962
H 1.496 3.671 -3.125
H 1.560 4.208 -0.118
H 0.919 5.285 -1.353
H 2.621 4.975 -1.249


Record 3
This record from OMol25 describes 2 unconnected molecules or ions with the total composition C17H28BClF8N3O8S at a distorted geometry. The level of theory is the ωB97M-V functional and the def2-TZVPD basis.

Computed properties:
LUMO energy ... -2.78 eV
Charge ... +1
2S+1 ... 1
Highest occupied orbital energy ... -11.385 eV
Electronic energy ... -3112.730685 hartree

Element x y z (Å)
C 3.651 -2.868 -0.192
C 2.421 -2.910 -1.049
O 2.007 -1.586 -1.368
C 0.761 -1.498 -1.994
C -0.223 -0.625 -1.205
B -1.051 -1.515 -0.115
O -0.850 -2.869 -0.018
O -1.935 -0.917 0.719
C -3.192 -1.612 0.878
C -1.329 -0.189 -2.233
Cl -2.185 -1.615 -2.825
N -2.270 0.706 -1.669
C -1.739 1.870 -0.993
C -2.382 3.163 -1.636
F -1.499 3.841 -2.409
F -3.355 2.770 -2.475
C -3.124 4.086 -0.618
F -4.050 4.773 -1.314
F -3.781 3.337 0.286
C -2.296 5.148 0.149
F -1.585 4.539 1.118
F -1.506 5.868 -0.644
F -3.160 5.976 0.754
C -0.199 1.935 -1.073
C 0.444 3.167 -0.448
C 1.812 3.403 -1.121
C 1.635 4.036 -2.459
O 1.709 3.361 -3.474
O 1.372 5.341 -2.475
N 0.482 0.615 -0.703
S 1.044 0.502 0.963
O 1.677 -0.738 1.137
O -0.005 0.946 1.786
F 2.151 1.561 0.958
H 3.976 -3.873 0.042
H 3.439 -2.388 0.757
H 4.450 -2.308 -0.665
H 2.621 -3.482 -1.954
H 1.641 -3.428 -0.492
H 0.343 -2.473 -2.198
H 0.917 -1.015 -2.967
H -1.413 -3.361 -0.622
H -3.953 -0.857 1.029
H -3.160 -2.263 1.740
H -3.469 -2.157 -0.018
H -0.824 0.251 -3.088
H -3.036 0.263 -1.193
H -2.019 1.795 0.056
H 0.028 2.055 -2.130
H 0.525 3.149 0.630
H -0.131 4.045 -0.688
H 2.425 2.515 -1.175
H 2.356 4.092 -0.477
H 0.949 5.535 -3.320
H 1.351 0.627 -1.262
C 0.010 -3.523 2.805
O -1.082 -4.047 2.713
N 1.024 -3.990 3.552
C 2.307 -3.321 3.635
C 0.818 -5.217 4.309
H 0.258 -2.588 2.276
H 3.100 -3.986 3.286
H 2.515 -3.038 4.668
H 2.302 -2.425 3.020
H 0.569 -6.034 3.632
H -0.010 -5.089 5.005
H 1.721 -5.463 4.859


Record 4
This record from OMol25 describes C17H28BrN3O in the gas phase at a distorted geometry. The level of theory is the ωB97M-V functional and the def2-TZVPD basis.

Computed properties:
LUMO energy ... 0.30 eV
Charge ... 0
2S+1 ... 1
Energy relative to the best compared isomer or geometry (same formula, charge and spin) ... 15.2 kJ/mol
Highest occupied orbital energy ... -8.356 eV
Electronic energy ... -3478.080881 hartree

Element x y z (Å)
C 8.160 2.038 2.356
C 6.719 2.082 2.853
C 5.772 1.306 1.969
N 4.433 1.370 2.613
C 3.200 1.179 1.954
C 3.116 0.677 0.596
N 1.979 0.386 -0.027
N 0.800 0.567 0.676
C -0.493 0.211 -0.025
C -1.191 -1.005 0.594
C -2.406 -1.463 -0.249
C -1.973 -2.116 -1.570
C -3.130 -2.535 0.605
C -3.356 -0.221 -0.510
C -2.739 1.150 -0.978
C -2.513 1.189 -2.502
C -3.739 2.290 -0.663
C -1.494 1.435 -0.154
C 0.775 1.086 1.984
O -0.266 1.309 2.618
C 2.034 1.370 2.656
Br 1.969 2.238 4.370
H 8.775 2.735 2.914
H 8.584 1.063 2.407
H 8.198 2.318 1.299
H 6.707 1.618 3.854
H 6.361 3.149 2.991
H 5.721 1.784 1.010
H 6.082 0.274 1.885
H 4.371 1.585 3.609
H 4.043 0.610 0.026
H -0.254 -0.030 -1.060
H -0.473 -1.808 0.715
H -1.575 -0.719 1.612
H -1.443 -1.462 -2.214
H -1.311 -2.979 -1.345
H -2.835 -2.531 -2.097
H -3.323 -2.165 1.624
H -4.097 -2.813 0.133
H -2.541 -3.433 0.694
H -3.888 0.002 0.433
H -4.183 -0.530 -1.120
H -1.627 0.626 -2.777
H -3.365 0.716 -2.973
H -2.368 2.186 -2.896
H -3.315 3.269 -0.824
H -4.087 2.224 0.402
H -4.588 2.239 -1.315
H -0.931 2.259 -0.559
H -1.836 1.729 0.867


Record 5
This record from OMol25 describes a molecular structure, C17H28Cl10F2O12 at a distorted geometry. The level of theory is the ωB97M-V functional and the def2-TZVPD basis.

Computed properties:
LUMO energy ... -0.04 eV
Charge ... 0
2S+1 ... 1
Energy relative to the best compared isomer or geometry (same formula, charge and spin) ... 0.0 kJ/mol
Highest occupied orbital energy ... -10.638 eV
Electronic energy ... -6369.009202 hartree

Element x y z (Å)
C -2.186 -13.606 -21.174
O -1.235 -13.068 -20.325
C -1.041 -13.650 -19.106
O -1.404 -14.748 -18.708
O -0.389 -12.745 -18.440
C 0.136 -13.115 -17.172
H -2.461 -12.968 -22.014
H -3.152 -13.914 -20.773
H -1.728 -14.501 -21.597
H 0.050 -12.309 -16.443
H 1.192 -13.380 -17.208
H -0.393 -13.944 -16.701
C -6.425 -10.367 -11.291
O -6.314 -9.914 -12.675
C -5.866 -10.728 -13.640
O -5.104 -11.686 -13.487
O -6.499 -10.420 -14.755
C -6.174 -11.049 -15.958
H -6.450 -9.478 -10.661
H -5.440 -10.722 -10.990
H -7.232 -11.092 -11.181
H -5.563 -10.342 -16.520
H -7.134 -11.143 -16.466
H -5.817 -12.070 -15.826
C -0.519 -10.847 -10.415
C -0.655 -12.391 -10.227
O 0.251 -12.708 -9.233
C 1.139 -11.732 -9.093
O 1.972 -11.732 -8.244
O 0.883 -10.743 -9.929
F -0.318 -12.930 -11.357
H -1.219 -10.198 -9.887
H -0.626 -10.422 -11.413
H -1.685 -12.606 -9.940
C 2.612 -2.201 -16.873
C 2.111 -3.271 -15.962
O 0.849 -3.575 -16.350
C 0.427 -2.685 -17.196
O -0.732 -2.511 -17.584
O 1.384 -1.763 -17.334
F 2.095 -2.674 -14.758
H 3.173 -2.547 -17.741
H 3.116 -1.354 -16.406
H 2.756 -4.149 -15.937
C -2.890 -3.458 -12.739
Cl -1.452 -3.433 -11.711
Cl -3.329 -1.831 -13.187
H -2.593 -3.954 -13.663
H -3.756 -4.003 -12.364
C 0.569 -7.515 -22.180
Cl -0.852 -8.628 -22.202
Cl 0.428 -6.010 -21.234
H 1.358 -8.124 -21.738
H 0.700 -7.254 -23.230
C 5.159 -6.573 -20.145
Cl 4.985 -6.390 -21.795
Cl 6.266 -5.347 -19.435
H 4.164 -6.616 -19.702
H 5.461 -7.614 -20.036
C -0.853 -8.138 -17.137
Cl -1.476 -7.816 -15.497
Cl 0.897 -8.492 -17.120
H -1.366 -9.028 -17.502
H -1.106 -7.277 -17.756
C -4.900 -5.212 -18.551
Cl -5.244 -5.790 -16.920
Cl -5.939 -6.167 -19.484
H -5.307 -4.201 -18.511
H -3.873 -5.348 -18.889


Record 6
This record from OMol25 describes 9 unconnected molecules or ions with the total composition C17H28Cl10F2O12 at a distorted geometry. The level of theory is the ωB97M-V functional and the def2-TZVPD basis.

Computed properties:
LUMO energy ... -0.38 eV
Charge ... 0
2S+1 ... 1
Energy relative to the best compared isomer or geometry (same formula, charge and spin) ... 7.8 kJ/mol
Highest occupied orbital energy ... -10.438 eV
Electronic energy ... -6369.006223 hartree

Element x y z (Å)
O -25.918 -15.653 21.101
C -24.969 -14.975 20.784
O -24.980 -13.634 20.773
C -24.137 -13.222 19.728
C -23.093 -14.422 19.725
F -22.182 -14.087 20.713
O -23.932 -15.451 20.140
H -24.605 -13.092 18.752
H -23.596 -12.334 20.054
H -22.560 -14.574 18.786
O -19.701 -8.504 20.803
C -20.306 -8.012 19.794
O -19.884 -8.037 18.448
C -20.777 -7.324 17.604
C -21.991 -7.325 18.504
F -22.838 -8.348 18.204
O -21.563 -7.569 19.833
H -20.421 -6.317 17.386
H -20.937 -7.824 16.649
H -22.497 -6.369 18.364
C -20.320 -13.123 14.931
O -19.531 -13.969 14.167
C -19.228 -15.168 14.627
O -19.560 -15.693 15.692
O -18.438 -15.855 13.745
C -17.825 -15.294 12.622
H -21.231 -13.608 15.283
H -20.796 -12.314 14.376
H -19.909 -12.634 15.814
H -18.531 -14.658 12.088
H -17.500 -16.109 11.975
H -16.943 -14.684 12.821
C -20.566 -0.574 17.658
O -20.336 0.611 16.986
C -21.267 1.514 16.865
O -22.264 1.684 17.557
O -20.819 2.380 15.944
C -21.585 3.466 15.500
H -20.574 -0.271 18.705
H -19.772 -1.305 17.503
H -21.523 -1.061 17.469
H -22.060 4.006 16.320
H -22.498 3.169 14.984
H -20.896 4.066 14.906
Cl -25.803 -7.846 24.862
C -25.019 -7.728 23.234
Cl -26.017 -8.453 21.874
H -25.024 -6.671 22.968
H -23.996 -8.100 23.192
Cl -25.107 -0.713 22.503
C -25.783 -1.104 20.933
Cl -24.969 -2.630 20.411
H -26.859 -1.233 21.044
H -25.626 -0.323 20.188
Cl -19.770 -12.577 25.722
C -18.576 -12.060 24.500
Cl -17.337 -13.398 24.592
H -19.114 -12.090 23.553
H -18.047 -11.142 24.755
Cl -27.322 -9.620 16.778
C -28.149 -8.238 15.949
Cl -28.631 -6.784 16.901
H -27.399 -7.876 15.245
H -29.076 -8.554 15.470
Cl -13.349 -8.793 19.676
C -14.962 -9.343 19.886
Cl -14.955 -11.069 20.211
H -15.487 -8.760 20.642
H -15.463 -9.294 18.919


Record 7
This record from OMol25 describes a molecular structure, C17H28Cl12INOP at a distorted geometry. The level of theory is the ωB97M-V functional and the def2-TZVPD basis.

Computed properties:
LUMO energy ... 1.74 eV
Charge ... -1
2S+1 ... 1
Highest occupied orbital energy ... -4.131 eV
Electronic energy ... -6955.586851 hartree

Element x y z (Å)
C -0.234 -5.247 -0.385
C -0.270 -3.662 -0.133
C -1.741 -3.020 0.002
I -3.303 -4.397 -0.774
P -1.963 -1.324 -0.877
N -3.611 -1.117 -0.115
C -1.241 -0.358 0.617
C 0.213 0.319 0.303
C 0.692 0.966 1.727
O -0.039 1.319 -0.713
C 1.175 1.892 -1.223
C 0.990 3.461 -1.582
C 2.245 4.195 -2.142
C 2.072 5.730 -2.447
C 0.732 6.483 -2.252
C -0.518 5.703 -1.701
C -0.394 4.170 -1.361
H 0.872 -5.594 -0.320
H -0.783 -5.856 0.425
H -0.574 -5.556 -1.446
H 0.390 -3.179 -0.931
H 0.254 -3.481 0.885
H -1.969 -2.949 1.131
H -2.573 -2.008 -1.992
H -2.188 -0.043 -1.546
H -0.652 -1.376 -1.509
H -3.451 -1.285 0.901
H -3.889 -0.124 -0.222
H -1.936 0.538 0.842
H -1.159 -0.950 1.593
H 0.962 -0.494 -0.002
H 1.832 0.951 1.809
H 0.280 0.309 2.585
H 0.300 2.036 1.859
H 1.579 1.334 -2.156
H 2.045 1.865 -0.461
H 3.230 3.651 -2.323
H 2.978 6.311 -2.849
H 0.678 7.587 -2.527
H -1.519 6.210 -1.561
H -1.289 3.581 -0.978
C 5.168 0.244 1.757
Cl 4.285 1.606 1.055
Cl 4.053 -1.056 2.203
Cl 6.396 -0.349 0.629
H 5.670 0.590 2.659
C 6.137 -3.691 3.889
Cl 7.408 -2.460 3.941
Cl 6.743 -5.180 3.152
Cl 5.514 -4.010 5.515
H 5.320 -3.313 3.277
C -3.808 5.473 -4.042
Cl -3.722 5.479 -5.812
Cl -2.188 5.322 -3.336
Cl -4.607 6.941 -3.455
H -4.400 4.614 -3.732
C -5.231 -5.337 2.716
Cl -6.861 -5.935 3.068
Cl -4.914 -3.839 3.602
Cl -4.020 -6.564 3.114
H -5.166 -5.124 1.648


Record 8
This record from OMol25 describes C17H28ClNO3 in the gas phase. The level of theory is the ωB97M-V functional and the def2-TZVPD basis.

Computed properties:
LUMO energy ... 0.61 eV
Charge ... 0
2S+1 ... 1
Energy relative to the best compared isomer or geometry (same formula, charge and spin) ... 22.6 kJ/mol
Highest occupied orbital energy ... -8.284 eV
Electronic energy ... -1405.213357 hartree

Element x y z (Å)
C -5.797 -2.118 -1.539
C -4.511 -1.394 -1.166
C -4.787 -0.153 -0.320
C -3.501 0.558 0.092
O -2.802 -0.311 0.967
C -1.473 -0.155 1.187
C -0.774 -1.311 1.540
Cl -1.652 -2.794 1.614
C 0.579 -1.305 1.825
C 1.285 -0.117 1.752
C 2.775 -0.068 2.004
N 3.597 0.345 0.880
C 3.699 -0.481 -0.319
C 2.399 -0.547 -1.143
C 4.803 0.155 -1.172
C 4.142 -1.905 0.080
O 4.503 -2.705 -1.016
C 0.606 1.049 1.418
C -0.755 1.058 1.145
O -1.475 2.191 0.876
C -0.807 3.405 0.597
C -0.133 3.408 -0.772
H -5.580 -2.996 -2.143
H -6.326 -2.440 -0.645
H -6.454 -1.464 -2.109
H -3.864 -2.066 -0.601
H -3.980 -1.101 -2.075
H -5.324 -0.443 0.584
H -5.408 0.550 -0.879
H -2.889 0.776 -0.791
H -3.733 1.500 0.601
H 1.069 -2.228 2.095
H 3.124 -1.041 2.351
H 2.974 0.657 2.801
H 3.344 1.287 0.601
H 2.004 0.456 -1.297
H 2.593 -0.980 -2.123
H 1.638 -1.138 -0.638
H 4.462 1.092 -1.606
H 5.094 -0.521 -1.971
H 5.671 0.353 -0.550
H 5.034 -1.834 0.706
H 3.343 -2.395 0.652
H 3.724 -2.836 -1.567
H 1.164 1.972 1.398
H -0.089 3.648 1.389
H -1.604 4.153 0.619
H -0.870 3.220 -1.549
H 0.329 4.375 -0.951
H 0.630 2.636 -0.831